Entry 1:
{
  "formula": "C5H16NO",
  "method": "ωB97M-V/def2-TZVPD",
  "symbols": ["C", "C", "C", "C", "C", "N", "H", "H", "H", "H", "H", "H", "H", "H", "H", "H", "H", "H", "H", "H", "H", "H", "O"],
  "xyz": [[1.80674, -0.31031, -0.76162], [0.55631, 0.45927, -0.43931], [-0.01825, 0.45978, 1.02717], [0.38840, 1.73714, 1.72534], [0.46002, -0.77368, 1.80249], [-0.57458, 0.00823, -1.37307], [2.61618, 0.18127, -0.22806], [1.77199, -1.33456, -0.39549], [2.08809, -0.27627, -1.81233], [0.65709, 1.51600, -0.69617], [-1.09910, 0.35056, 0.90480], [0.00826, 1.76705, 2.74228], [1.46566, 1.79517, 1.89911], [0.08223, 2.61297, 1.16579], [0.10602, -0.69851, 2.83728], [0.04624, -1.72525, 1.45891], [1.54698, -0.86260, 1.80695], [-0.89543, -0.94820, -1.30720], [-1.30789, 0.71121, -1.44565], [-0.21071, 0.06227, -2.33866], [-2.92888, -1.49127, -2.94418], [-3.55738, -1.97033, -1.62070], [-3.00799, -1.26991, -2.00771]],
  "forces_ev_per_angstrom": [[0.3, 0.1, 0.5], [-1.2, 0.5, 0.3], [0.9, -1.3, -0.8], [0.2, 0.0, 0.5], [-0.4, -0.1, 0.5], [1.5, 1.0, -1.8], [0.2, 0.0, 0.1], [-0.1, -0.1, -0.2], [-0.2, 0.0, -0.1], [0.2, -0.1, -0.3], [-0.1, 0.5, 0.3], [-0.5, 0.1, 0.0], [0.1, -0.1, -0.4], [-0.1, 0.3, 0.1], [0.2, 0.1, -0.1], [0.0, 0.1, -0.3], [-0.1, 0.1, 0.1], [-0.8, -0.2, 0.6], [-0.7, -0.5, 0.8], [0.2, -0.2, 0.3], [-0.3, -0.1, 0.1], [0.1, 0.3, -0.2], [0.2, -0.3, 0.1]],
  "relative_energy_kcal_mol": 11.1,
  "charge": 1,
  "gap_ev": 12.13,
  "homo_ev": -15.43
}

Entry 2:
{
  "formula": "C46H46BaClN7O5S2",
  "method": "ωB97M-V/def2-TZVPD",
  "symbols": ["Ba", "C", "C", "C", "C", "C", "C", "C", "N", "N", "C", "C", "C", "C", "C", "C", "N", "C", "C", "C", "C", "C", "C", "N", "H", "H", "H", "H", "H", "H", "H", "H", "H", "H", "H", "H", "H", "H", "H", "H", "H", "H", "H", "H", "O", "S", "C", "C", "C", "C", "S", "O", "C", "C", "C", "C", "C", "C", "C", "C", "C", "C", "C", "C", "H", "H", "H", "H", "H", "H", "H", "H", "H", "H", "H", "H", "H", "H", "H", "H", "H", "H", "C", "C", "C", "C", "Cl", "C", "C", "C", "O", "C", "C", "O", "O", "H", "H", "H", "H", "H", "H", "H", "H", "N", "C", "N", "C", "N"],
  "xyz": [[0.11085, -0.07494, -1.07547], [0.77655, 3.23868, -3.26107], [0.82655, 2.13954, -4.34549], [2.04410, 1.25801, -4.23118], [3.03557, 1.26156, -5.20434], [4.11125, 0.39710, -5.07832], [4.16902, -0.44190, -3.97869], [3.15203, -0.36204, -3.04120], [2.11318, 0.46685, -3.15641], [-0.20725, 2.93129, -2.22143], [0.02410, 3.67185, -0.98207], [1.35404, 3.34486, -0.34355], [2.17488, 4.34561, 0.16044], [3.37562, 3.99458, 0.75737], [3.72537, 2.65483, 0.82637], [2.84973, 1.71966, 0.29478], [1.68934, 2.05457, -0.27518], [-1.56206, 3.18046, -2.69713], [-2.63532, 2.37410, -2.00072], [-3.94110, 2.84704, -1.93862], [-4.92394, 2.03500, -1.40178], [-4.57566, 0.77322, -0.94189], [-3.24880, 0.39713, -1.02961], [-2.29644, 1.17706, -1.53903], [0.56432, 4.21648, -3.71945], [1.75465, 3.31419, -2.78598], [0.79542, 2.58120, -5.34104], [-0.04644, 1.49022, -4.23266], [2.95336, 1.92298, -6.05721], [4.88679, 0.37192, -5.83367], [4.97726, -1.14892, -3.85008], [3.16126, -0.99018, -2.15485], [-0.77617, 3.40285, -0.27721], [-0.03604, 4.75973, -1.14637], [1.87647, 5.38341, 0.08411], [4.03423, 4.75831, 1.15346], [4.65751, 2.33607, 1.27342], [3.07325, 0.65639, 0.32060], [-1.60784, 2.91528, -3.75625], [-1.81458, 4.24984, -2.63125], [-4.17877, 3.83571, -2.31159], [-5.94999, 2.37735, -1.34942], [-5.31369, 0.09437, -0.53471], [-2.93192, -0.58943, -0.68816], [-2.20668, 2.40074, 1.01661], [-2.59293, 3.35814, 2.09401], [-3.53090, 2.40551, 3.34096], [-2.77076, 1.54798, 4.34197], [-1.80937, 0.53562, 3.73249], [-2.44655, -0.48389, 2.80830], [-1.21205, -1.16623, 1.64073], [-0.49060, 0.06433, 1.16393], [-0.13286, -1.89421, 2.86923], [-0.53579, -3.03146, 3.55784], [0.31088, -3.58275, 4.50607], [1.55385, -3.00636, 4.74589], [1.95295, -1.88478, 4.03250], [1.10774, -1.32257, 3.08318], [-1.10533, 3.68987, 3.03754], [0.05856, 3.01718, 2.70598], [1.22193, 3.29874, 3.41051], [1.21081, 4.24917, 4.42355], [0.03998, 4.93441, 4.73058], [-1.12510, 4.66204, 4.02854], [-4.18331, 1.81338, 2.69472], [-4.15450, 3.13891, 3.85880], [-3.51624, 1.03911, 4.96327], [-2.19823, 2.19282, 5.01194], [-1.28049, 0.02971, 4.54232], [-1.05741, 1.06955, 3.14822], [-3.17977, -0.02267, 2.13963], [-2.91549, -1.32820, 3.32051], [-1.49593, -3.49046, 3.34423], [0.00657, -4.46630, 5.05210], [2.21795, -3.44424, 5.48045], [2.92717, -1.44760, 4.20966], [1.40182, -0.45439, 2.50562], [0.04200, 2.28097, 1.90725], [2.13742, 2.77411, 3.16379], [2.11859, 4.46217, 4.97470], [0.04004, 5.68927, 5.50630], [-2.04023, 5.20248, 4.24983], [1.46837, -5.93284, -3.29216], [0.46986, -6.02478, -2.17173], [-0.66514, -6.81198, -2.27403], [-1.56329, -6.88944, -1.21977], [-2.98482, -7.88936, -1.36827], [-1.35183, -6.17593, -0.05835], [-0.22512, -5.37131, 0.05392], [0.68051, -5.30329, -0.99137], [1.83787, -4.57216, -0.96651], [2.08892, -3.66837, 0.09149], [1.33125, -2.34983, -0.07875], [0.07934, -2.40406, -0.16835], [2.00297, -1.28320, -0.12232], [1.06594, -6.37186, -4.20245], [2.39822, -6.44200, -3.02425], [1.71956, -4.89110, -3.49457], [-0.86231, -7.35165, -3.19194], [-2.06887, -6.23256, 0.74999], [-0.09515, -4.77260, 0.94302], [3.15563, -3.46541, 0.06091], [1.83802, -4.10342, 1.06646], [-0.63237, -1.21113, -3.03888], [-0.93999, -2.24838, -3.50709], [-1.40673, -3.35288, -3.92021], [-1.07247, -4.14221, -4.90670], [-0.85681, -4.89022, -5.76932]],
  "forces_ev_per_angstrom": [[0.3, 2.9, -2.6], [0.0, -0.1, 0.0], [0.1, 0.0, 0.2], [-0.1, 0.0, 0.0], [0.0, 0.0, 0.0], [0.0, 0.0, 0.0], [0.0, 0.0, 0.0], [0.0, 0.1, 0.0], [0.3, 0.0, -0.1], [-0.1, 0.0, 0.2], [0.0, -0.1, 0.0], [0.0, 0.0, -0.1], [0.1, 0.0, 0.0], [0.0, 0.0, -0.1], [0.0, 0.0, 0.0], [0.0, 0.0, 0.0], [0.4, 0.4, 0.3], [0.1, -0.1, 0.0], [0.0, 0.0, 0.0], [0.0, 0.0, 0.0], [0.0, 0.0, 0.0], [-0.1, 0.0, 0.0], [0.1, 0.0, 0.0], [-0.6, 0.0, -0.2], [0.0, 0.0, 0.0], [0.0, 0.0, 0.0], [0.0, 0.0, 0.0], [0.0, 0.0, -0.1], [0.0, 0.0, 0.0], [0.0, 0.0, 0.0], [0.0, 0.0, 0.0], [0.0, 0.0, 0.0], [0.1, 0.0, -0.2], [0.0, 0.1, 0.0], [0.0, 0.0, 0.0], [0.0, 0.0, 0.0], [0.0, 0.0, 0.0], [0.0, 0.1, 0.0], [0.0, 0.0, 0.0], [0.0, 0.1, 0.0], [0.0, 0.0, 0.0], [0.0, 0.0, 0.0], [0.0, 0.0, 0.0], [0.0, 0.1, 0.0], [-0.1, 0.1, 0.2], [0.0, 0.0, 0.1], [0.0, 0.1, 0.0], [0.0, -0.1, 0.0], [0.1, 0.0, 0.0], [0.1, 0.0, -0.1], [-0.9, 0.0, 1.1], [-0.6, -0.1, 2.4], [0.0, -0.1, -0.1], [-0.1, 0.0, -0.1], [0.0, 0.0, 0.0], [0.0, 0.0, 0.0], [0.0, -0.1, 0.0], [0.1, 0.1, 0.0], [0.0, 0.2, 0.0], [0.1, 0.1, -0.1], [0.0, 0.0, 0.1], [0.0, 0.0, 0.0], [0.0, 0.0, 0.0], [0.0, 0.0, 0.0], [-0.1, 0.0, 0.0], [0.0, 0.0, 0.0], [0.0, 0.0, 0.0], [0.0, 0.0, 0.0], [0.0, -0.1, 0.0], [-0.1, -0.2, 0.2], [0.0, -0.1, 0.0], [0.0, 0.0, 0.0], [0.0, 0.0, 0.0], [0.0, 0.0, 0.0], [0.0, 0.0, 0.0], [0.0, 0.0, 0.0], [0.0, 0.0, 0.0], [0.0, 0.1, 0.1], [-0.1, 0.0, 0.0], [0.0, 0.0, 0.0], [0.0, 0.0, 0.0], [0.0, 0.0, 0.0], [-0.1, 0.0, 0.0], [0.1, 0.0, 0.0], [-0.1, 0.0, 0.0], [0.1, 0.0, 0.0], [0.0, 0.0, 0.0], [0.0, 0.0, 0.0], [-0.1, 0.0, 0.0], [0.0, -0.1, 0.0], [0.0, 0.1, 0.0], [0.0, 0.0, 0.0], [0.4, -0.7, 0.3], [0.4, -0.9, 0.2], [1.1, -0.9, 0.7], [0.0, 0.0, 0.0], [0.0, 0.0, 0.0], [0.0, 0.0, 0.0], [0.0, 0.0, 0.0], [0.0, 0.0, 0.0], [0.0, 0.0, 0.0], [0.0, 0.0, 0.0], [0.0, 0.0, 0.0], [-0.8, -1.4, -2.1], [0.0, 0.2, -0.2], [-0.3, -0.3, 0.3], [0.2, 0.2, -0.2], [0.0, 0.1, 0.2]],
  "relative_energy_kcal_mol": 55.0,
  "charge": 0,
  "gap_ev": 7.31,
  "homo_ev": -7.30
}

Entry 3:
{
  "formula": "C16H42N2O6",
  "method": "ωB97M-V/def2-TZVPD",
  "symbols": ["C", "O", "C", "C", "N", "C", "C", "O", "C", "H", "H", "H", "H", "H", "H", "H", "H", "H", "H", "H", "H", "H", "H", "H", "C", "O", "C", "C", "N", "C", "C", "O", "C", "H", "H", "H", "H", "H", "H", "H", "H", "H", "H", "H", "H", "H", "H", "H", "C", "C", "O", "H", "H", "H", "H", "H", "H", "C", "C", "O", "H", "H", "H", "H", "H", "H"],
  "xyz": [[0.58419, -6.65319, -3.98515], [1.46515, -7.31503, -3.07704], [1.05139, -7.38694, -1.74795], [1.57367, -6.16109, -0.97810], [1.54927, -6.41674, 0.44430], [0.30917, -6.06486, 1.20050], [0.00405, -4.53638, 1.21991], [-1.11247, -4.36920, 2.10790], [-0.77144, -4.43016, 3.42330], [1.06493, -6.52647, -4.95517], [0.34049, -5.63621, -3.67778], [-0.22652, -7.37939, -4.04405], [1.42609, -8.36377, -1.44216], [-0.03740, -7.43370, -1.76943], [1.03590, -5.22439, -1.12473], [2.55855, -5.87425, -1.34666], [1.85058, -7.34742, 0.69559], [0.52036, -6.51529, 2.17034], [-0.65699, -6.54038, 1.03166], [-0.25947, -4.07190, 0.26969], [0.89506, -3.97616, 1.50336], [0.00025, -3.77469, 3.82698], [-0.64042, -5.42021, 3.86002], [-1.68572, -4.21080, 3.97472], [1.07197, 8.40382, -0.66293], [1.35635, 7.05991, -0.25559], [0.27360, 6.14052, -0.28379], [0.61951, 4.82869, -1.06027], [-0.47823, 4.09434, -1.63056], [-0.07966, 2.76713, -2.06240], [-0.97847, 1.97606, -2.98356], [-0.92455, 2.60847, -4.22656], [-1.74946, 2.03647, -5.24210], [0.25271, 8.82759, -0.08212], [0.77775, 8.25610, -1.70202], [1.97026, 9.00215, -0.51067], [-0.48133, 6.63239, -0.89717], [-0.09973, 5.92199, 0.71670], [1.41584, 4.23903, -0.60612], [1.26082, 5.22330, -1.84837], [-1.06745, 4.55562, -2.30890], [-0.12238, 2.25801, -1.09956], [0.92287, 2.64902, -2.47363], [-1.99662, 1.90560, -2.60079], [-0.58051, 0.98413, -3.19756], [-1.68875, 2.36860, -6.27849], [-2.80484, 2.00182, -4.97182], [-1.44052, 0.99439, -5.32408], [-0.62736, -0.45837, 2.44972], [-1.44881, -0.28538, 1.18771], [-1.42563, -1.48183, 0.48793], [-0.18046, 0.47934, 2.78000], [0.24469, -1.10659, 2.36351], [-1.30572, -0.84898, 3.20824], [-1.12231, 0.54990, 0.56819], [-2.46554, -0.07062, 1.51670], [-1.80570, -2.10148, 1.11497], [1.16344, 5.02226, 3.66508], [0.07908, 4.15633, 4.35917], [-0.04032, 4.47163, 5.74812], [1.16722, 4.80646, 2.59666], [2.15344, 4.88372, 4.09958], [0.92165, 6.08504, 3.67717], [0.17055, 3.08161, 4.20202], [-0.84811, 4.37797, 3.83070], [-0.89785, 4.33234, 6.15658]],
  "forces_ev_per_angstrom": [[0.5, -0.9, 0.6], [1.1, 0.5, -1.6], [-0.4, 0.9, -1.1], [-0.2, -0.7, 0.5], [-1.0, 0.8, 0.8], [1.1, 0.2, -0.3], [0.2, -1.2, 0.5], [0.7, 0.9, -1.9], [-1.3, -0.4, 2.9], [0.2, -0.4, 0.1], [-0.5, -0.1, 0.4], [-0.8, 0.8, -0.5], [0.2, 0.3, 0.8], [-0.3, 0.0, 0.6], [-0.6, -0.3, -0.4], [0.4, -0.6, 0.2], [0.0, 0.0, -0.2], [0.1, 0.9, 0.5], [-0.1, -0.4, -1.3], [-0.4, -0.6, -0.2], [0.1, 0.1, 0.7], [0.3, 0.2, -0.6], [0.8, -0.6, -0.6], [-0.2, 0.7, 0.0], [-0.5, -1.0, -0.2], [0.5, -1.5, 0.9], [-0.1, 0.9, -0.8], [0.5, 1.5, 0.9], [3.0, -0.4, -1.8], [-1.1, -1.8, 1.1], [-0.5, 0.3, -1.1], [-0.3, 2.0, -1.3], [-0.2, -1.9, 0.4], [0.0, 0.0, 0.0], [0.0, 1.1, -0.3], [-0.1, -0.2, -0.3], [-0.7, -0.1, 0.2], [0.0, 0.0, 0.0], [-0.7, -0.7, 0.6], [-0.3, 0.2, -1.2], [-0.9, 0.6, 0.2], [0.6, -0.6, 0.2], [0.4, 0.9, 0.3], [-0.2, -0.1, 0.1], [0.1, -0.4, 1.0], [0.7, 1.1, 0.5], [-0.1, 0.3, 0.3], [-0.1, -0.4, 0.0], [0.4, 0.7, 0.5], [0.2, 0.3, 1.0], [-0.3, -0.5, -1.0], [-0.4, 0.2, 0.3], [-0.3, -0.3, -0.4], [0.4, 0.0, 0.3], [0.2, -0.2, -0.3], [-0.3, 0.4, -0.2], [0.0, -0.8, -0.2], [-0.5, -0.4, 0.5], [-0.8, 0.8, -0.2], [1.0, 0.3, -0.3], [0.2, -0.5, -0.1], [0.0, -0.1, -0.1], [-0.1, 0.0, 0.5], [0.7, -0.1, 0.1], [-0.4, 0.3, 0.1], [-0.2, -0.2, -0.6]],
  "multiplicity": 2,
  "relative_energy_kcal_mol": 14.4,
  "charge": 1,
  "gap_ev": [7.15, 2.06],
  "homo_ev": [-9.97, -9.97]
}

The lowest charge belongs to which entry? C46H46BaClN7O5S2

Which value of charge does entry 3 give? +1

charge of number 1 (C5H16NO)? +1